# O2S2

One molecule with the formula O2S2 (the ωB97M-V functional and the def2-TZVPD basis, the OMol25 dataset).

XYZ file:
```
4
Properties=species:S:1:pos:R:3:nbo_charge:R:1
O 1.70 0.65 0.00 -0.82
O -1.70 0.65 0.00 -0.82
S 1.02 -0.65 0.00 0.82
S -1.02 -0.65 0.00 0.82
```

Summary:
* energy above the lowest of the compared OMol25 structures with the same formula, charge and spin: 0.548 eV
* frontier orbital gap (spin up / spin down): 8.07 / 8.07 eV
* E: -946.7874 Ha

# O3S2

One molecule with the formula O3S2 in a non-equilibrium geometry (the ωB97M-V functional and the def2-TZVPD basis, the OMol25 dataset).

XYZ file:
```
5
Properties=species:S:1:pos:R:3:nbo_charge:R:1
O 2.01 -0.20 0.49 -0.71
O -1.53 1.00 -0.29 -0.87
O -0.64 -1.26 -0.26 -0.84
S 1.16 0.50 -0.44 0.84
S -1.01 -0.05 0.51 1.58
```

Summary:
* energy above the lowest of the compared OMol25 structures with the same formula, charge and spin: 1.087 eV
* frontier orbital gap (spin up / spin down): 7.32 / 7.27 eV
* E: -1021.9846 Ha

# O4PRb2

O4PRb2 as an isolated structure in a non-equilibrium geometry (the ωB97M-V functional and the def2-TZVPD basis, the OMol25 dataset).

XYZ file:
```
7
Properties=species:S:1:pos:R:3:mulliken_charge:R:1
Rb 7.03 -23.23 -18.06 0.99
Rb 5.73 -26.99 -21.92 0.96
P 4.44 -23.60 -20.92 0.69
O 4.94 -22.99 -19.66 -0.69
O 5.63 -24.28 -21.68 -0.85
O 3.74 -22.61 -21.82 -0.56
O 3.18 -24.63 -20.55 -0.53
```

Summary:
* spin multiplicity: 2
* frontier orbital gap (spin up / spin down): 5.90 / 5.70 eV
* E: -690.5423 Ha

# O4S

One molecule with the formula O4S in a non-equilibrium geometry (the ωB97M-V functional and the def2-TZVPD basis, the OMol25 dataset).

XYZ file:
```
5
Properties=species:S:1:pos:R:3:nbo_charge:R:1
O -1.65 -0.87 0.00 -0.73
S -0.13 -0.47 0.00 1.90
O 1.82 -0.80 0.00 -0.44
O -0.05 0.95 0.72 -0.36
O -0.06 0.95 -0.72 -0.36
```

Summary:
* energy above the lowest of the compared OMol25 structures with the same formula, charge and spin: 5.020 eV
* frontier orbital gap (spin up / spin down): 8.49 / 8.51 eV
* E: -698.8038 Ha
* structure (SMILES): O=S1(=O)OO1

# O4SSn

O4SSn as an isolated structure in a non-equilibrium geometry (the ωB97M-V functional and the def2-TZVPD basis, the OMol25 dataset).

XYZ file:
```
6
Properties=species:S:1:pos:R:3:nbo_charge:R:1
Sn 26.86 -8.76 -28.14 0.90
S 30.56 -7.85 -26.30 2.54
O 29.43 -7.99 -27.22 -1.06
O 30.16 -8.38 -24.98 -0.73
O 31.57 -8.92 -26.43 -0.72
O 31.18 -6.55 -26.35 -0.93
```

Summary:
* energy above the lowest of the compared OMol25 structures with the same formula, charge and spin: 5.667 eV
* frontier orbital gap: 3.11 eV
* E: -913.1915 Ha

# O5S2

One molecule with the formula O5S2 in a non-equilibrium geometry (the ωB97M-V functional and the def2-TZVPD basis, the OMol25 dataset).

XYZ file:
```
7
Properties=species:S:1:pos:R:3:nbo_charge:R:1
O -1.25 -0.78 1.85 -0.82
O 1.46 1.13 0.38 -0.86
O 0.86 0.48 -1.90 -0.87
O 0.42 -1.10 -0.05 -0.86
O -0.92 0.69 -0.20 -0.86
S -1.19 -0.85 0.44 1.74
S 0.63 0.43 -0.51 2.52
```

Summary:
* energy above the lowest of the compared OMol25 structures with the same formula, charge and spin: 0.127 eV
* frontier orbital gap: 11.78 eV
* E: -1172.5261 Ha

# O5S3

An isolated ion of composition O5S3 and charge -2 in a non-equilibrium geometry (the ωB97M-V functional and the def2-TZVPD basis, the OMol25 dataset).

XYZ file:
```
8
Properties=species:S:1:pos:R:3:nbo_charge:R:1
O 0.89 -1.50 0.88 -1.02
S 0.58 -0.08 0.93 2.16
O 1.67 0.83 0.57 -1.02
O -0.15 0.31 2.16 -1.01
S -0.62 0.07 -0.75 1.61
O -1.69 -0.81 -0.41 -1.01
O -1.09 1.57 -0.97 -1.02
S 0.39 -0.38 -2.40 -0.70
```

Summary:
* energy above the lowest of the compared OMol25 structures with the same formula, charge and spin: 0.219 eV
* frontier orbital gap: 6.43 eV
* E: -1570.7778 Ha
* structure (SMILES): O=S(=O)([O-])S(=O)(=O)[S-]
* total charge: -2

# P4S2

One molecule with the formula P4S2 in a non-equilibrium geometry (the ωB97M-V functional and the def2-TZVPD basis, the OMol25 dataset).

XYZ file:
```
6
Properties=species:S:1:pos:R:3:nbo_charge:R:1
P -0.99 1.28 -0.36 -0.11
P -0.02 0.28 1.26 0.11
P 1.61 1.03 -0.27 0.40
P -2.12 -0.50 -0.75 0.19
S -1.07 -1.53 0.80 -0.24
S 2.58 -0.56 -0.67 -0.35
```

Summary:
* energy above the lowest of the compared OMol25 structures with the same formula, charge and spin: 0.629 eV
* frontier orbital gap: 5.97 eV
* E: -2161.7786 Ha

# S2

One molecule with the formula S2 in a non-equilibrium geometry (the ωB97M-V functional and the def2-TZVPD basis, the OMol25 dataset).

XYZ file:
```
2
Properties=species:S:1:pos:R:3:nbo_charge:R:1
S -0.34 -0.74 0.41 0.00
S 0.34 0.74 -0.41 0.00
```

Summary:
* energy above the lowest of the compared OMol25 structures with the same formula, charge and spin: 0.062 eV
* frontier orbital gap: 5.77 eV
* E: -796.3187 Ha

# S2

One molecule with the formula S2 (the ωB97M-V functional and the def2-TZVPD basis, the OMol25 dataset).

XYZ file:
```
2
Properties=species:S:1:pos:R:3:nbo_charge:R:1
S -0.90 0.15 -0.25 0.00
S 0.90 -0.15 0.25 0.00
```

Summary:
* energy above the lowest of the compared OMol25 structures with the same formula, charge and spin: 0.006 eV
* frontier orbital gap: 5.76 eV
* E: -796.3208 Ha